A structure of composition C27H26FN7ORhSe at a distorted geometry. Source: the OMol25 dataset; level of theory: ωB97M-V/def2-TZVPD.

As for the energy above the lowest of the compared OMol25 structures with the same formula, charge and spin: 0.00 kcal per mole. The HOMO-LUMO gap is 7.587 eV. Its total energy is -4114.7584 Ha. The max |F| comes out at 1.75 eV/Å. As for the charge: +1. As for the HOMO energy: -10.56 eV.

Cartesian coordinates (Å):
Rh (-0.46, 0.33, -1.06)
O (-1.08, 2.12, 0.06)
C (-1.33, 3.21, -0.84)
C (-1.74, 2.70, -2.20)
C (-2.36, 3.55, -3.10)
C (-2.66, 3.08, -4.37)
C (-2.34, 1.77, -4.70)
C (-1.73, 0.99, -3.74)
N (-1.45, 1.44, -2.52)
H (-0.32, 2.35, 0.61)
H (-0.42, 3.80, -0.97)
H (-2.11, 3.84, -0.43)
H (-2.59, 4.56, -2.81)
H (-3.15, 3.73, -5.08)
H (-2.56, 1.37, -5.67)
H (-1.48, -0.05, -3.94)
Se (-2.59, -0.69, -0.36)
C (-3.74, -0.45, -1.87)
C (-4.58, 0.65, -1.97)
C (-5.36, 0.80, -3.11)
N (-5.35, -0.06, -4.12)
C (-4.57, -1.13, -4.01)
C (-3.75, -1.37, -2.91)
H (-4.63, 1.38, -1.17)
H (-6.01, 1.66, -3.22)
H (-4.60, -1.84, -4.83)
H (-3.12, -2.25, -2.87)
C (2.13, -2.57, -4.83)
N (1.26, -2.30, -3.70)
C (0.54, -3.23, -2.99)
C (-0.16, -2.55, -2.04)
N (0.13, -1.22, -2.18)
C (0.99, -1.10, -3.18)
H (2.46, -3.60, -4.79)
H (3.00, -1.92, -4.79)
H (1.60, -2.40, -5.77)
H (0.59, -4.28, -3.22)
H (-0.84, -2.91, -1.29)
H (1.43, -0.17, -3.51)
F (1.02, 1.65, -1.56)
N (1.93, -0.93, 5.54)
C (2.84, -0.69, 6.55)
C (2.88, -1.07, 7.89)
C (3.97, -0.64, 8.61)
C (4.99, 0.14, 8.03)
C (4.94, 0.51, 6.71)
C (3.84, 0.09, 5.96)
N (3.55, 0.31, 4.63)
C (2.42, -0.30, 4.42)
C (1.76, -0.35, 3.11)
C (0.55, -1.00, 2.88)
C (0.01, -1.00, 1.62)
N (0.61, -0.40, 0.58)
C (1.78, 0.23, 0.79)
C (2.38, 0.27, 2.03)
H (1.09, -1.47, 5.62)
H (2.10, -1.67, 8.34)
H (4.05, -0.91, 9.66)
H (5.82, 0.45, 8.65)
H (5.72, 1.11, 6.25)
H (0.02, -1.52, 3.67)
H (-0.92, -1.51, 1.41)
H (2.23, 0.70, -0.08)
H (3.32, 0.78, 2.17)

A cluster of 3 separate species, CHN3O3S in total at a distorted geometry. Source: the OMol25 dataset; level of theory: ωB97M-V/def2-TZVPD.

As for the energy above the lowest of the compared OMol25 structures with the same formula, charge and spin: 4.40 kcal per mole. The HOMO-LUMO gap is 10.716 eV. Its total energy is -826.9092 Ha. The max |F| comes out at 2.08 eV/Å. As for the HOMO energy: -11.29 eV.

Cartesian coordinates (Å):
C (0.45, 1.29, 0.45)
N (-0.52, 1.99, 0.60)
N (-0.50, -1.96, 1.63)
N (-1.58, -1.79, 1.50)
O (1.30, 0.59, 0.02)
O (0.37, -0.11, -2.81)
O (0.19, -1.70, -0.92)
S (1.03, -0.91, -1.80)
H (-0.73, 2.61, 1.32)

A cluster of 2 separate species, C11H25N3O5S in total at a distorted geometry. Source: the OMol25 dataset; level of theory: ωB97M-V/def2-TZVPD.

As for the energy above the lowest of the compared OMol25 structures with the same formula, charge and spin: 14.91 kcal per mole. The HOMO-LUMO gap is 5.007 eV. Its total energy is -1372.6140 Ha. The max |F| comes out at 4.41 eV/Å. As for the HOMO energy: -7.05 eV.

Cartesian coordinates (Å):
C (-2.31, -2.23, 2.09)
O (-2.70, -3.12, 1.06)
C (-3.46, -2.48, 0.03)
C (-2.68, -2.16, -1.30)
C (-1.29, -2.86, -1.49)
C (-0.09, -1.85, -1.74)
C (-0.04, -0.86, -0.53)
C (1.29, -0.02, -0.49)
N (1.07, 1.16, 0.39)
C (1.04, 0.87, 1.68)
N (1.71, -0.15, 2.27)
N (0.25, 1.74, 2.52)
S (1.09, 3.22, 2.83)
C (-0.22, 4.45, 3.25)
O (1.88, 3.66, 1.70)
O (1.99, 3.06, 3.96)
H (-1.79, -1.31, 1.73)
H (-3.18, -1.92, 2.73)
H (-1.60, -2.80, 2.74)
H (-3.88, -1.53, 0.46)
H (-4.35, -3.11, -0.21)
H (-2.63, -1.04, -1.42)
H (-3.33, -2.50, -2.14)
H (-0.99, -3.56, -0.69)
H (-1.35, -3.46, -2.44)
H (-0.24, -1.24, -2.67)
H (0.86, -2.43, -1.86)
H (-0.88, -0.12, -0.63)
H (-0.12, -1.46, 0.41)
H (1.50, 0.34, -1.53)
H (2.18, -0.59, -0.14)
H (0.16, 1.59, 0.17)
H (2.71, -0.10, 2.50)
H (1.23, -1.00, 2.55)
H (-0.04, 1.29, 3.38)
H (-1.20, 4.05, 2.87)
H (-0.27, 4.45, 4.36)
H (0.03, 5.43, 2.80)
C (3.00, 1.17, -4.79)
C (2.55, 1.31, -3.34)
O (1.31, 1.43, -3.15)
O (3.47, 1.28, -2.49)
H (2.15, 1.20, -5.47)
H (3.68, 1.99, -5.05)
H (3.52, 0.22, -4.93)

A structure of composition C29H26Cl3N7STc. Source: the OMol25 dataset; level of theory: ωB97M-V/def2-TZVPD.

As for the energy above the lowest of the compared OMol25 structures with the same formula, charge and spin: 14.17 kcal per mole. As for the multiplicity: 2. The HOMO-LUMO gap (spin up / spin down) is 6.484 / 6.390 eV. Its total energy is -3363.0040 Ha. The max |F| comes out at 0.26 eV/Å. As for the charge: +2. As for the HOMO energy (spin up / spin down): -13.26 / -13.12 eV.

Cartesian coordinates (Å):
Tc (1.30, -0.04, -0.36)
C (-0.04, 5.31, 1.85)
C (1.14, 5.36, 0.89)
N (1.94, 4.13, 0.92)
C (1.56, 3.02, 0.30)
S (2.75, 1.61, 0.47)
N (0.48, 2.89, -0.37)
N (0.37, 1.67, -1.03)
C (-0.28, 1.65, -2.14)
C (-1.03, 2.80, -2.72)
C (-0.13, 0.39, -2.88)
C (-0.74, 0.14, -4.10)
C (-0.44, -1.03, -4.77)
C (0.46, -1.92, -4.21)
C (1.02, -1.62, -2.99)
N (0.73, -0.50, -2.32)
H (-0.59, 6.25, 1.79)
H (0.30, 5.18, 2.87)
H (-0.71, 4.50, 1.59)
H (1.82, 6.18, 1.14)
H (0.81, 5.51, -0.14)
H (2.80, 4.12, 1.44)
H (-1.07, 3.63, -2.02)
H (-2.04, 2.50, -2.98)
H (-0.55, 3.14, -3.65)
H (-1.43, 0.86, -4.52)
H (-0.91, -1.24, -5.73)
H (0.73, -2.84, -4.72)
H (1.70, -2.30, -2.50)
N (-0.60, -0.90, 0.34)
C (-1.70, -1.02, -0.58)
C (-2.61, -0.02, -0.76)
C (-3.63, -0.16, -1.73)
C (-3.71, -1.29, -2.50)
C (-2.79, -2.35, -2.31)
C (-2.83, -3.56, -3.03)
C (-1.92, -4.53, -2.75)
C (-0.96, -4.30, -1.74)
N (-0.87, -3.19, -1.06)
C (-1.78, -2.22, -1.34)
H (-0.40, -1.83, 0.72)
H (-0.87, -0.30, 1.11)
H (-2.56, 0.89, -0.17)
H (-4.36, 0.64, -1.86)
H (-4.49, -1.40, -3.23)
H (-3.59, -3.71, -3.79)
H (-1.92, -5.48, -3.27)
H (-0.24, -5.08, -1.50)
C (1.81, 0.72, 1.66)
C (1.53, 0.62, 2.85)
C (1.18, 0.40, 4.19)
C (1.93, -0.51, 4.96)
C (1.60, -0.72, 6.28)
C (0.53, -0.03, 6.84)
C (-0.22, 0.88, 6.09)
C (0.11, 1.10, 4.77)
H (2.76, -1.03, 4.51)
H (2.17, -1.41, 6.88)
H (0.27, -0.19, 7.88)
H (-1.04, 1.41, 6.55)
H (-0.45, 1.80, 4.17)
Cl (4.89, -3.82, 1.54)
C (3.48, -4.12, 0.52)
Cl (3.96, -4.76, -1.05)
Cl (2.34, -5.20, 1.32)
C (2.79, -2.84, 0.29)
N (2.26, -1.85, 0.10)

A structure of composition C37H57Br2F12N2O15P at a distorted geometry. Source: the OMol25 dataset; level of theory: ωB97M-V/def2-TZVPD.

As for the energy above the lowest of the compared OMol25 structures with the same formula, charge and spin: 28.95 kcal per mole. The HOMO-LUMO gap is 8.431 eV. Its total energy is -9369.9707 Ha. The max |F| comes out at 4.34 eV/Å. As for the HOMO energy: -9.14 eV.

Cartesian coordinates (Å):
C (-4.13, -3.05, 4.84)
O (-3.07, -3.47, 4.02)
C (-3.21, -3.04, 2.66)
C (-1.82, -2.97, 2.05)
C (-1.85, -2.96, 0.49)
C (-0.71, -2.07, -0.06)
C (-1.20, -0.81, -0.80)
C (-0.15, -0.25, -1.77)
C (0.87, 0.60, -0.97)
C (0.80, 2.07, -1.40)
C (1.60, 3.01, -0.48)
C (1.17, 3.05, 0.99)
C (-0.30, 3.55, 1.22)
C (-1.05, 2.56, 2.15)
C (-2.41, 3.08, 2.76)
P (-2.78, 1.65, 3.92)
O (-2.32, 0.40, 3.38)
O (-1.96, 1.88, 5.32)
O (-4.35, 1.51, 4.27)
C (-3.35, 3.26, 1.53)
C (-4.61, 2.47, 1.37)
Br (-4.33, 0.65, 0.79)
C (-5.85, 2.87, 1.53)
C (-6.18, 4.27, 1.97)
Br (-7.35, 1.72, 1.23)
C (-3.37, 4.80, 1.40)
O (-3.74, 5.39, 0.47)
N (-2.88, 5.37, 2.60)
C (-2.36, 4.43, 3.58)
C (-0.96, 4.86, 4.10)
O (-3.09, 4.42, 4.82)
N (-4.46, 4.35, 4.62)
O (-5.02, 4.48, 5.65)
H (-3.81, -2.26, 5.53)
H (-4.42, -3.90, 5.46)
H (-5.01, -2.72, 4.29)
H (-3.81, -3.79, 2.12)
H (-3.72, -2.07, 2.66)
H (-1.34, -2.04, 2.35)
H (-1.19, -3.78, 2.43)
H (-1.74, -3.97, 0.10)
H (-2.80, -2.55, 0.12)
H (-0.04, -1.74, 0.73)
H (-0.11, -2.67, -0.76)
H (-1.38, -0.04, -0.04)
H (-2.15, -1.01, -1.29)
H (0.37, -1.11, -2.19)
H (-0.64, 0.31, -2.57)
H (0.69, 0.46, 0.10)
H (1.88, 0.26, -1.22)
H (1.20, 2.20, -2.41)
H (-0.26, 2.34, -1.47)
H (2.63, 2.65, -0.50)
H (1.59, 4.03, -0.87)
H (1.85, 3.73, 1.52)
H (1.28, 2.09, 1.50)
H (-0.34, 4.60, 1.51)
H (-0.78, 3.50, 0.24)
H (-1.25, 1.67, 1.56)
H (-0.41, 2.29, 2.99)
H (-2.60, 1.76, 6.03)
H (-4.62, 1.95, 5.09)
H (-2.80, 2.98, 0.63)
H (-6.12, 4.95, 1.12)
H (-5.52, 4.67, 2.73)
H (-7.19, 4.27, 2.37)
H (-2.16, 5.99, 2.24)
H (-1.10, 5.37, 5.05)
H (-0.45, 5.53, 3.42)
H (-0.41, 3.95, 4.30)
C (6.32, -2.43, -2.67)
C (5.68, -3.58, -3.42)
O (4.25, -3.59, -3.22)
C (3.54, -2.78, -4.00)
O (3.97, -2.04, -4.83)
C (2.05, -2.96, -3.69)
F (1.82, -3.01, -2.36)
F (1.58, -4.11, -4.21)
F (1.31, -1.96, -4.18)
H (6.05, -2.47, -1.62)
H (7.40, -2.47, -2.76)
H (5.98, -1.47, -3.06)
H (6.05, -4.53, -3.03)
H (5.92, -3.55, -4.48)
C (1.05, -5.66, 0.98)
C (1.63, -5.74, -0.41)
O (3.06, -5.60, -0.39)
C (3.77, -6.69, -0.10)
O (3.32, -7.77, 0.14)
C (5.27, -6.37, -0.17)
F (5.56, -5.20, 0.44)
F (5.67, -6.26, -1.46)
F (6.00, -7.32, 0.41)
H (1.36, -4.73, 1.47)
H (-0.04, -5.68, 0.94)
H (1.39, -6.48, 1.61)
H (1.26, -4.92, -1.02)
H (1.35, -6.67, -0.91)
C (0.24, 9.79, 2.90)
C (0.87, 9.60, 1.54)
O (2.31, 9.54, 1.64)
C (2.83, 8.37, 1.98)
O (2.21, 7.37, 2.21)
C (4.36, 8.46, 1.99)
F (4.78, 9.58, 2.60)
F (4.84, 8.47, 0.73)
F (4.90, 7.42, 2.63)
H (0.65, 10.67, 3.39)
H (-0.84, 9.91, 2.80)
H (0.44, 8.94, 3.55)
H (0.65, 10.45, 0.90)
H (0.49, 8.71, 1.04)
C (2.69, -6.68, -7.07)
C (1.39, -5.91, -6.96)
O (0.45, -6.35, -7.95)
C (-0.25, -7.44, -7.66)
O (-0.15, -8.08, -6.65)
C (-1.24, -7.75, -8.79)
F (-0.67, -7.62, -10.00)
F (-2.29, -6.90, -8.74)
F (-1.72, -8.99, -8.69)
H (3.09, -6.61, -8.08)
H (3.43, -6.29, -6.37)
H (2.54, -7.74, -6.86)
H (1.57, -4.85, -7.15)
H (0.96, -5.99, -5.96)

A cluster of 3 separate species, C2H11NO3 in total. Source: the OMol25 dataset; level of theory: ωB97M-V/def2-TZVPD.

As for the energy above the lowest of the compared OMol25 structures with the same formula, charge and spin: 11.49 kcal per mole. The HOMO-LUMO gap is 10.042 eV. Its structure (SMILES) is CNCO.O.O. Its total energy is -363.2561 Ha. The max |F| comes out at 0.92 eV/Å. As for the HOMO energy: -9.32 eV.

Cartesian coordinates (Å):
C (-2.32, -0.62, -0.49)
N (-1.31, -1.61, -0.19)
C (-0.16, -1.16, 0.47)
O (0.62, -0.18, -0.25)
H (-1.95, 0.24, -1.04)
H (-2.78, -0.29, 0.44)
H (-3.12, -1.09, -1.07)
H (-1.19, -2.34, -0.85)
H (-0.46, -0.64, 1.37)
H (0.53, -1.97, 0.70)
H (0.97, -0.63, -1.03)
O (3.38, 0.70, -0.20)
H (3.88, 1.52, -0.19)
H (2.54, 0.94, 0.21)
O (0.80, 2.48, 0.68)
H (0.17, 2.83, 1.32)
H (0.40, 1.82, 0.11)

A structure of composition CrH14O7 at a distorted geometry. Source: the OMol25 dataset; level of theory: ωB97M-V/def2-TZVPD.

As for the energy above the lowest of the compared OMol25 structures with the same formula, charge and spin: 4.87 kcal per mole. As for the multiplicity: 4. The HOMO-LUMO gap (spin up / spin down) is 9.563 / 11.129 eV. Its total energy is -1578.4598 Ha. The max |F| comes out at 1.13 eV/Å. As for the charge: +3. As for the HOMO energy (spin up / spin down): -24.67 / -24.65 eV.

Cartesian coordinates (Å):
Cr (0.11, -0.14, -0.08)
O (-1.26, -0.56, -1.48)
H (-2.03, 0.04, -1.56)
H (-1.48, -1.37, -1.97)
O (1.00, -1.81, -0.84)
H (1.27, -1.88, -1.78)
H (1.12, -2.68, -0.42)
O (-0.30, 1.94, -0.68)
H (-0.37, 2.24, -1.61)
H (-0.55, 2.72, -0.15)
O (-0.17, -1.63, 1.42)
H (0.13, -1.65, 2.35)
H (-0.93, -2.25, 1.37)
O (1.91, 0.57, -1.02)
H (1.95, 1.36, -1.59)
H (2.82, 0.23, -0.98)
O (-1.86, 0.55, 1.05)
H (-2.50, 0.17, 1.68)
H (-2.27, 1.39, 0.77)
O (1.02, 0.74, 1.53)
H (1.95, 0.88, 1.79)
H (0.46, 1.14, 2.23)

A structure of composition C20H25BBeBr7F10MgN2O11P at a distorted geometry. Source: the OMol25 dataset; level of theory: ωB97M-V/def2-TZVPD.

As for the energy above the lowest of the compared OMol25 structures with the same formula, charge and spin: 85.63 kcal per mole. The HOMO-LUMO gap is 1.038 eV. Its total energy is -21311.6090 Ha. The max |F| comes out at 5.27 eV/Å. As for the HOMO energy: -7.12 eV.

Cartesian coordinates (Å):
N (3.62, 0.47, -1.67)
P (1.89, 0.48, -1.68)
F (0.12, 0.55, -1.67)
H (4.15, 1.32, -1.82)
H (4.13, -0.40, -1.52)
H (1.83, -0.93, -2.06)
H (1.89, 0.90, -3.09)
H (1.90, 1.90, -1.31)
H (1.89, 0.13, -0.26)
C (5.34, -1.46, 1.64)
Br (6.24, 0.12, 2.33)
Br (3.41, -1.25, 1.62)
Br (6.03, -1.98, -0.10)
H (5.57, -2.28, 2.33)
Be (2.62, 2.31, -3.73)
C (0.28, 5.91, -3.06)
Br (-1.23, 5.20, -4.06)
Br (-0.29, 6.95, -1.52)
Br (1.54, 4.52, -2.57)
H (0.80, 6.60, -3.73)
N (4.06, 2.65, 5.31)
C (5.21, 2.10, 4.84)
C (6.43, 2.23, 5.47)
C (6.50, 2.97, 6.65)
C (5.33, 3.54, 7.16)
C (4.15, 3.35, 6.46)
H (5.11, 1.54, 3.92)
H (7.32, 1.77, 5.05)
H (7.44, 3.09, 7.17)
H (5.35, 4.12, 8.07)
H (3.22, 3.78, 6.81)
C (-1.13, -4.84, 2.87)
C (-0.88, -6.26, 2.33)
C (0.58, -6.67, 2.23)
F (1.30, -5.87, 1.41)
F (0.69, -7.93, 1.73)
F (-1.51, -6.38, 1.13)
F (-1.52, -7.13, 3.17)
O (-1.33, -3.81, 1.90)
C (-0.14, -3.24, 1.36)
C (0.02, -3.51, -0.14)
F (0.03, -4.85, -0.41)
F (1.19, -3.01, -0.61)
F (0.92, -3.65, 2.09)
F (-0.24, -1.90, 1.57)
H (-2.08, -4.88, 3.42)
H (-0.39, -4.55, 3.63)
H (1.06, -6.67, 3.22)
H (-0.80, -3.07, -0.71)
B (-4.08, 1.55, -6.92)
O (-4.92, 2.68, -6.52)
C (-5.71, 2.97, -7.56)
O (-6.54, 3.86, -7.57)
C (-5.43, 2.07, -8.65)
O (-5.98, 2.06, -9.74)
O (-4.46, 1.21, -8.30)
O (-2.66, 1.91, -6.85)
C (-2.09, 1.05, -5.99)
O (-0.90, 1.06, -5.69)
C (-3.08, 0.13, -5.49)
O (-2.88, -0.77, -4.69)
O (-4.27, 0.41, -6.03)
O (-6.43, 0.42, 0.88)
C (-5.32, 0.93, 0.78)
O (-4.33, 0.28, 0.13)
C (-3.06, 0.88, -0.23)
C (-2.07, 0.75, 0.90)
C (-5.01, 2.22, 1.47)
H (-3.19, 1.91, -0.56)
H (-2.70, 0.32, -1.10)
H (-2.40, 1.28, 1.80)
H (-1.09, 1.14, 0.61)
H (-1.95, -0.30, 1.19)
H (-4.69, 2.02, 2.50)
H (-5.91, 2.83, 1.49)
H (-4.25, 2.82, 0.96)
Mg (-4.64, 4.45, 2.42)
Br (2.26, -8.63, 0.72)
F (0.16, -5.47, 4.90)

A cluster of 3 separate species, C3H3N3O in total at a distorted geometry. Source: the OMol25 dataset; level of theory: ωB97M-V/def2-TZVPD.

As for the energy above the lowest of the compared OMol25 structures with the same formula, charge and spin: 169.77 kcal per mole. The HOMO-LUMO gap (spin up / spin down) is 8.621 / 8.525 eV. Its total energy is -355.3693 Ha. The max |F| comes out at 3.83 eV/Å. As for the HOMO energy (spin up / spin down): -9.62 / -9.83 eV.

Cartesian coordinates (Å):
C (-0.86, -0.11, -0.12)
C (2.13, 0.73, 0.18)
O (-1.54, 0.69, -0.84)
N (-0.03, -0.86, 0.31)
N (0.98, 0.85, -0.30)
C (-2.08, -1.71, 0.31)
N (-2.82, -2.58, 0.54)
H (-1.09, 1.56, -0.85)
H (2.85, 1.52, -0.04)
H (2.46, -0.09, 0.81)

The molecule C4H8OS at a distorted geometry. Source: the OMol25 dataset; level of theory: ωB97M-V/def2-TZVPD.

As for the energy above the lowest of the compared OMol25 structures with the same formula, charge and spin: 49.89 kcal per mole. The HOMO-LUMO gap is 10.042 eV. Its structure (SMILES) is SCC[C@H]1CO1. Its total energy is -630.5554 Ha. The max |F| comes out at 3.14 eV/Å. As for the HOMO energy: -9.16 eV.

Cartesian coordinates (Å):
S (-1.87, -0.28, 1.40)
C (-0.33, -1.08, 1.28)
C (0.81, -0.27, 0.46)
C (0.31, -0.15, -0.94)
C (0.05, 1.19, -1.50)
O (1.07, 0.37, -2.06)
H (-1.39, 0.94, 1.39)
H (-0.54, -2.10, 0.85)
H (0.08, -1.38, 2.21)
H (1.82, -0.79, 0.65)
H (0.86, 0.76, 0.87)
H (-0.44, -0.79, -1.34)
H (-0.86, 1.44, -2.13)
H (0.42, 2.14, -1.14)